{"formula": "C19H52O9", "method": "ωB97M-V/def2-TZVPD", "de_lowest_ev": 10.332, "total_charge": 0, "lumo_energy_ev": 0.161, "smiles": "CC(C)O.CC(C)O.CC(C)O.CC(C)O.CC(C)O.OCCO.OCCO", "elements": ["O", "O", "O", "O", "O", "O", "O", "O", "O", "C", "C", "C", "C", "C", "C", "C", "C", "C", "C", "C", "C", "C", "C", "C", "C", "C", "C", "C", "H", "H", "H", "H", "H", "H", "H", "H", "H", "H", "H", "H", "H", "H", "H", "H", "H", "H", "H", "H", "H", "H", "H", "H", "H", "H", "H", "H", "H", "H", "H", "H", "H", "H", "H", "H", "H", "H", "H", "H", "H", "H", "H", "H", "H", "H", "H", "H", "H", "H", "H", "H"], "positions_angstrom": [[-1.822, 0.856, -3.160], [-0.974, 5.063, -0.855], [-3.761, -2.726, -0.317], [5.667, -4.487, 1.663], [-1.686, -1.364, -1.447], [0.572, 0.618, 2.829], [1.020, -1.215, 0.965], [2.722, -0.481, -1.527], [3.648, 2.423, 0.424], [-0.532, 0.959, 3.515], [-0.178, 4.361, 0.228], [-0.132, -1.731, 0.344], [-1.019, -0.542, -4.873], [-0.422, -0.853, -0.924], [-1.814, 0.196, 2.951], [4.438, -3.969, 1.330], [0.296, 1.540, -4.082], [-0.242, 5.126, 1.423], [-0.584, 2.858, 0.183], [-1.089, 0.864, -4.396], [3.732, -3.180, 2.401], [-0.401, 0.501, 4.978], [4.742, -3.115, 0.023], [-4.833, -2.068, -1.001], [3.583, 0.347, -0.651], [-6.042, -2.774, -0.343], [-4.873, -0.565, -0.557], [2.832, 1.635, -0.280], [2.075, -0.729, -0.968], [-6.001, -3.620, -0.737], [0.050, -0.444, 5.233], [2.244, 2.190, -0.965], [-1.216, 5.241, 1.814], [-5.142, -0.301, 0.416], [-1.630, 1.432, -5.024], [-0.293, -1.121, -4.426], [-2.905, -2.078, -0.460], [2.879, -2.811, 1.915], [4.611, 2.153, 0.327], [-1.572, -0.906, 2.906], [0.351, 2.513, -3.828], [-7.016, -2.267, -0.214], [-1.623, 2.511, 0.572], [-5.759, -0.174, -0.951], [0.136, 2.379, 0.826], [3.977, -0.248, 0.125], [-2.056, -1.101, -5.057], [0.330, 4.516, 2.150], [3.843, -2.819, -0.458], [4.569, 0.706, -1.300], [-2.013, 0.542, 2.016], [0.084, -2.944, 0.246], [0.780, 4.444, -0.244], [3.420, -3.731, 3.086], [0.925, -0.604, 1.805], [-0.571, 6.003, -0.923], [-2.052, -0.647, -2.012], [3.673, -4.808, 0.925], [4.375, -2.381, 2.725], [1.840, 1.468, 0.327], [-4.762, -2.341, -2.086], [0.878, 1.728, -4.966], [5.970, -5.306, 1.063], [0.354, 5.997, 1.141], [-2.098, 1.708, -2.810], [0.290, -0.780, -1.687], [-5.838, -2.773, 0.629], [5.358, -2.417, 0.194], [1.272, 1.417, 2.907], [-0.956, -1.686, 1.078], [5.202, -3.668, -0.776], [-0.736, 0.051, -0.644], [-4.014, 0.092, -0.895], [-2.850, 0.454, 3.497], [0.513, 1.181, 5.274], [-1.109, 0.721, 5.660], [-0.288, 2.450, -0.694], [-0.660, 2.130, 3.690], [-0.735, -0.540, -5.947], [1.013, 0.924, -3.315]]}

---

{"formula": "C25H51N5O2PSSbW", "method": "ωB97M-V/def2-TZVPD", "de_lowest_ev": 5.716, "total_charge": 2, "lumo_energy_ev": [-7.944, -7.941], "elements": ["W", "Sb", "S", "P", "O", "O", "N", "N", "N", "N", "N", "C", "C", "C", "C", "C", "C", "C", "C", "C", "C", "C", "C", "C", "C", "C", "C", "C", "C", "C", "C", "C", "C", "C", "C", "C", "H", "H", "H", "H", "H", "H", "H", "H", "H", "H", "H", "H", "H", "H", "H", "H", "H", "H", "H", "H", "H", "H", "H", "H", "H", "H", "H", "H", "H", "H", "H", "H", "H", "H", "H", "H", "H", "H", "H", "H", "H", "H", "H", "H", "H", "H", "H", "H", "H", "H", "H"], "positions_angstrom": [[0.976, 0.044, -1.443], [1.088, -2.027, -2.652], [4.690, -1.988, -0.232], [-0.240, 0.985, 1.489], [1.711, 1.402, -2.366], [0.275, 1.399, -2.375], [-1.835, 0.910, 2.028], [0.603, 0.734, 2.930], [-0.058, 2.609, 1.050], [0.157, 0.004, 0.341], [2.785, 0.001, -0.430], [-4.635, -0.076, 2.112], [1.570, 4.297, 0.261], [0.388, -2.181, -6.293], [2.425, 0.728, 5.268], [3.423, -5.085, -2.341], [-1.984, -2.231, -0.809], [0.892, 0.786, 5.350], [0.877, 2.966, -0.009], [0.320, 1.497, 4.129], [-0.756, 4.934, 1.010], [2.161, -5.644, -1.979], [-2.192, -0.372, 2.623], [-0.403, -0.979, -6.182], [0.531, 5.422, 0.329], [-3.590, -0.296, 3.215], [3.617, -0.860, -0.373], [1.053, -5.738, -2.867], [2.884, 0.652, 3.802], [-1.960, -0.106, -2.290], [-2.343, -1.504, -2.027], [1.804, -2.180, -6.459], [-0.469, 3.720, 1.888], [-4.021, 0.653, 0.909], [1.826, -0.043, 2.952], [-2.921, 1.610, 1.356], [2.127, 4.240, 1.197], [-2.512, 2.167, 0.504], [-1.449, -0.601, 3.391], [0.574, -4.756, -2.718], [-1.187, 5.717, 1.630], [2.782, -0.141, 5.825], [0.476, -0.222, 5.400], [0.323, 3.986, 2.601], [-1.359, -0.027, -3.219], [2.859, 1.612, 5.738], [-2.151, -1.181, 1.881], [2.174, -2.388, -5.440], [2.290, 4.485, -0.536], [0.302, -6.478, -2.607], [0.579, 1.319, 6.247], [-1.573, -3.210, -1.071], [3.823, 0.105, 3.732], [2.152, -0.198, 1.912], [3.648, -5.142, -3.402], [-0.670, -0.672, -7.203], [0.778, 2.493, 4.070], [-3.617, 0.525, 3.933], [3.050, 1.656, 3.404], [2.213, -1.221, -6.762], [3.270, -4.010, -2.158], [0.956, 6.263, 0.873], [-3.356, 2.334, 2.059], [-2.873, -2.450, -0.206], [0.297, 5.773, -0.676], [-3.800, -1.218, 3.755], [-1.336, -1.145, -5.648], [-1.394, 0.344, -1.423], [1.621, -1.034, 3.377], [0.174, -0.154, -5.759], [0.326, 3.069, -0.961], [-5.459, 0.506, 2.521], [2.166, -3.010, -7.061], [-1.249, -1.674, -0.197], [-5.040, -1.030, 1.775], [4.255, -5.386, -1.712], [-0.763, 1.633, 4.209], [-1.352, 3.423, 2.451], [-2.846, -2.042, -2.815], [-1.501, 4.658, 0.263], [-4.787, 1.226, 0.388], [-3.592, -0.062, 0.204], [-2.839, 0.520, -2.480], [1.620, 2.149, -0.130], [2.004, -5.921, -0.943], [1.332, -5.743, -3.915], [-0.119, -3.132, -6.209]]}

---

{"formula": "C9H29BN13O6", "method": "ωB97M-V/def2-TZVPD", "total_charge": 1, "lumo_energy_ev": -3.062, "elements": ["O", "O", "O", "O", "O", "O", "N", "N", "N", "N", "N", "N", "N", "N", "N", "N", "N", "N", "N", "C", "C", "C", "C", "C", "C", "C", "C", "C", "B", "H", "H", "H", "H", "H", "H", "H", "H", "H", "H", "H", "H", "H", "H", "H", "H", "H", "H", "H", "H", "H", "H", "H", "H", "H", "H", "H", "H", "H"], "positions_angstrom": [[0.250, -1.112, 1.975], [1.746, 4.683, -0.891], [-2.669, 2.621, -3.287], [-3.550, 6.067, 3.068], [4.553, -3.840, 1.152], [1.596, -6.256, -0.047], [6.218, -3.866, -0.366], [-3.152, 3.395, 0.648], [4.391, -5.169, -0.660], [2.195, -1.980, 1.239], [0.088, 1.480, 0.553], [2.951, -7.653, 1.089], [-0.049, 3.736, -1.868], [1.434, 4.911, -3.110], [-4.464, 1.674, -4.265], [-1.000, 2.275, 0.878], [1.297, -6.548, 2.167], [0.305, -3.224, 1.194], [-2.981, 2.848, -5.507], [5.024, -4.265, 0.109], [1.927, -6.785, 1.003], [1.086, 4.458, -1.892], [-3.329, 2.395, -4.289], [-4.219, 3.672, 4.316], [-2.584, 3.664, 2.028], [-1.119, 2.951, 2.243], [0.876, -2.046, 1.500], [-2.164, 2.494, -0.106], [-3.444, 4.581, 3.138], [6.622, -4.204, -1.222], [-2.133, 3.396, -5.569], [-2.274, 2.049, -1.205], [-4.056, 3.743, 0.260], [-0.687, -3.316, 1.374], [0.804, -4.005, 0.801], [0.520, -5.900, 2.147], [3.238, -8.099, 1.944], [-5.022, 1.478, -5.079], [-4.413, 2.597, 3.843], [-4.762, 1.314, -3.368], [-0.606, 3.540, -2.683], [6.727, -3.185, 0.183], [1.555, -6.974, 3.042], [-0.347, 3.377, -0.971], [-3.512, 2.673, -6.343], [0.098, 1.473, -0.511], [0.904, 4.736, -3.947], [2.283, 5.458, -3.173], [-0.218, 0.492, 0.798], [3.452, -7.860, 0.235], [2.664, -1.110, 1.455], [2.728, -2.738, 0.848], [-5.272, 4.124, 4.592], [-3.519, 3.492, 5.240], [4.763, -5.531, -1.522], [3.489, -5.496, -0.339], [-3.842, 6.358, 3.992], [-0.398, 2.958, 3.166]]}

---

{"formula": "C8H18ClN2O", "method": "ωB97M-V/def2-TZVPD", "de_lowest_ev": 0.000, "total_charge": 1, "lumo_energy_ev": -4.912, "elements": ["Cl", "O", "N", "N", "C", "C", "C", "C", "C", "C", "C", "C", "H", "H", "H", "H", "H", "H", "H", "H", "H", "H", "H", "H", "H", "H", "H", "H", "H", "H"], "positions_angstrom": [[0.395, 1.634, -2.889], [-2.403, 0.709, 1.540], [-0.471, -1.088, 0.679], [2.033, 2.494, -0.978], [0.284, -2.281, 0.515], [0.865, 2.014, -1.318], [2.291, 2.726, 0.450], [-0.686, -3.270, -0.170], [3.108, 2.820, -1.939], [-2.086, -2.711, 0.124], [-2.743, -0.659, 1.459], [-1.851, -1.208, 0.351], [2.203, 1.771, 0.992], [1.555, 3.448, 0.837], [3.940, 3.193, -1.337], [-2.069, -0.642, -0.581], [-0.568, -4.296, 0.183], [2.783, 3.606, -2.633], [-2.822, -2.885, -0.671], [-2.515, -1.187, 2.401], [-3.794, -0.832, 1.172], [0.100, 1.846, -0.561], [-3.013, 1.165, 2.145], [-0.523, -3.254, -1.251], [-0.058, -0.193, 0.926], [3.302, 3.125, 0.545], [1.213, -2.131, -0.053], [3.428, 1.923, -2.486], [0.587, -2.701, 1.491], [-2.485, -3.135, 1.056]]}

---

{"formula": "C5H7BrO2", "method": "ωB97M-V/def2-TZVPD", "de_lowest_ev": 0.244, "total_charge": 0, "lumo_energy_ev": 0.466, "smiles": "CC(C)=CBr.O=C=O", "elements": ["Br", "O", "O", "C", "C", "C", "C", "C", "H", "H", "H", "H", "H", "H", "H"], "positions_angstrom": [[2.529, -1.112, 0.862], [1.526, 2.195, 0.413], [-0.121, 2.762, -0.973], [-1.106, -0.628, -1.038], [0.653, 2.245, -0.302], [1.263, -0.307, -0.298], [0.014, -0.644, -0.026], [-0.420, -0.622, 1.382], [0.435, -0.301, 1.900], [-2.044, -0.763, -0.495], [-1.328, 0.000, 1.395], [-1.121, 0.404, -1.190], [1.693, -0.384, -1.279], [-0.843, -1.630, 1.588], [-1.130, -1.214, -1.940]]}

---

{"formula": "C4H12", "method": "ωB97M-V/def2-TZVPD", "de_lowest_ev": 1.014, "total_charge": 0, "lumo_energy_ev": 1.117, "smiles": "CC.CC", "elements": ["C", "C", "C", "C", "H", "H", "H", "H", "H", "H", "H", "H", "H", "H", "H", "H"], "positions_angstrom": [[-1.405, -0.926, -2.044], [0.528, 1.096, 1.947], [-0.383, 0.220, -1.896], [1.328, -0.243, 1.906], [0.588, -1.030, 2.219], [0.619, -0.119, -1.633], [-0.630, 0.751, -0.972], [-0.448, 0.791, -2.827], [2.194, -0.417, 2.619], [-0.072, 1.146, 2.870], [-1.381, -1.682, -1.091], [1.233, 1.965, 2.102], [1.601, -0.454, 0.916], [-1.275, -1.559, -3.019], [0.012, 1.147, 0.922], [-2.511, -0.686, -2.018]]}

---

{"formula": "C5H7N", "method": "ωB97M-V/def2-TZVPD", "de_lowest_ev": 6.921, "total_charge": 0, "lumo_energy_ev": [-0.226, -0.226], "elements": ["N", "C", "C", "C", "C", "C", "H", "H", "H", "H", "H", "H", "H"], "positions_angstrom": [[0.915, 0.472, -0.169], [0.588, 1.702, 0.422], [-0.739, -1.591, -0.541], [-3.230, 0.774, 0.257], [0.124, -0.441, -0.363], [-2.069, 1.102, 0.130], [-1.439, -1.365, -1.320], [-0.260, -2.672, -0.796], [1.093, 2.548, -0.049], [-0.578, 1.699, 0.318], [0.843, 1.686, 1.483], [-4.232, 0.781, 0.288], [-1.057, -1.888, 0.509]]}

---

{"formula": "C10H18Cl10N2O2", "method": "ωB97M-V/def2-TZVPD", "de_lowest_ev": 0.000, "total_charge": 0, "lumo_energy_ev": -0.350, "smiles": "ClC(Cl)(Cl)Cl.ClC(Cl)(Cl)Cl.CN(C)C=O.CN(C)C=O.ClCCCl", "elements": ["Cl", "Cl", "Cl", "Cl", "Cl", "Cl", "Cl", "Cl", "Cl", "Cl", "O", "O", "N", "N", "C", "C", "C", "C", "C", "C", "C", "C", "C", "C", "H", "H", "H", "H", "H", "H", "H", "H", "H", "H", "H", "H", "H", "H", "H", "H", "H", "H"], "positions_angstrom": [[6.242, 12.585, 22.663], [-2.061, 10.637, 24.751], [5.221, 12.404, 25.368], [2.586, 8.727, 20.491], [2.568, 11.477, 21.334], [3.335, 9.400, 23.186], [6.731, 14.711, 24.530], [5.073, 10.113, 21.005], [4.056, 14.259, 23.511], [-0.393, 8.942, 22.449], [4.271, 15.407, 16.348], [-2.011, 9.660, 15.312], [-0.663, 9.005, 17.035], [4.729, 14.371, 18.337], [-0.947, 10.615, 22.256], [4.217, 15.355, 17.557], [0.250, 7.995, 17.557], [4.528, 14.369, 19.757], [-1.119, 9.998, 17.974], [3.405, 9.917, 21.510], [-0.937, 11.362, 23.552], [5.557, 13.482, 24.031], [-1.179, 8.919, 15.788], [5.300, 13.189, 17.736], [-0.321, 7.185, 18.015], [0.035, 11.259, 24.037], [3.886, 13.549, 20.103], [5.337, 13.339, 16.660], [-1.576, 9.518, 18.846], [-1.917, 10.590, 17.529], [4.662, 12.331, 17.970], [-1.121, 12.431, 23.491], [3.770, 16.173, 18.147], [6.308, 12.995, 18.105], [4.050, 15.285, 20.103], [-0.752, 8.069, 15.224], [0.912, 7.648, 16.766], [5.478, 14.246, 20.284], [-1.922, 10.602, 21.777], [-0.302, 10.656, 18.275], [-0.232, 11.110, 21.597], [0.872, 8.479, 18.307]]}